[1]
A structure of composition H18KrO9, computed with ωB97M-V with the def2-TZVPD basis set.

## Properties
Gap between HOMO and LUMO = 10.838 eV
Max |F| = 1.0 eV/Å
Highest occupied orbital energy = -10.95 eV
Energy = -3441.5469 Eh
Relative energy (zero: lowest compared OMol25 entry of this formula, charge and spin) = 21.4 kcal/mol

```
! RIJCOSX wB97M-V def2-TZVPD def2/J DEFGRID3
* xyz 0 1
Kr 3.3256 8.6080 5.3294
O 4.5167 7.4469 1.7023
H 3.9532 6.8954 2.2449
H 5.2560 6.8834 1.4739
O 5.6708 5.7879 4.5447
H 5.7850 4.8491 4.6929
H 4.7238 5.9054 4.4688
O 3.4634 8.5260 9.7492
H 3.2385 9.4472 9.6188
H 4.2344 8.3869 9.1994
O 1.2250 10.6152 6.9026
H 2.1320 10.6231 6.5967
H 0.7458 11.1203 6.2457
O 6.5416 9.3211 2.8257
H 5.9336 8.6856 2.4481
H 6.4689 10.0890 2.2589
O 3.8297 11.6065 6.9201
H 4.5113 11.3197 6.3122
H 3.5929 12.4836 6.6187
O 2.7616 5.8985 3.4439
H 2.9310 4.9661 3.5786
H 1.8818 6.0359 3.7951
O 3.3606 10.0579 2.1670
H 3.9686 9.6450 2.7802
H 2.9154 10.7283 2.6852
O 0.1927 6.4154 4.4281
H 0.0440 5.6488 3.8745
H 0.2266 6.0655 5.3184
*
```

Here are the Löwdin charges for atoms 1 to 4, given in e:
1 Kr 0.344
2 O -0.050
3 H -0.007
4 H 0.052



[2]
A structure of composition H22KrO11, computed with ωB97M-V with the def2-TZVPD basis set.

## Properties
Gap between HOMO and LUMO = 10.361 eV
Max |F| = 1.5 eV/Å
Highest occupied orbital energy = -10.51 eV
Energy = -3594.4486 Eh
Relative energy (zero: lowest compared OMol25 entry of this formula, charge and spin) = 11.2 kcal/mol

```
! RIJCOSX wB97M-V def2-TZVPD def2/J DEFGRID3
* xyz 0 1
Kr -18.8226 1.2196 -19.2866
O -15.9286 -0.4277 -22.1728
H -15.7467 0.0484 -21.3626
H -16.6638 0.0416 -22.5671
O -18.9910 4.6788 -19.9754
H -18.0875 4.3780 -20.0727
H -19.4944 4.1225 -20.5699
O -21.9526 1.4129 -17.8207
H -22.2201 1.0290 -16.9856
H -21.4824 2.2106 -17.5783
O -17.8061 -0.4858 -16.0641
H -18.6730 -0.3810 -16.4563
H -17.4422 -1.2618 -16.4903
O -16.6918 3.7107 -20.8805
H -16.6646 3.3823 -21.7792
H -15.9027 3.3556 -20.4713
O -17.2787 -2.5339 -20.5048
H -18.1963 -2.2719 -20.5788
H -16.7865 -1.7770 -20.8225
O -20.7083 4.1121 -18.0119
H -20.1440 4.2392 -18.7746
H -20.1544 4.3349 -17.2637
O -23.6175 1.2807 -20.1474
H -23.6343 2.0172 -20.7586
H -22.7197 1.2646 -19.8157
O -20.1087 -1.9410 -20.0463
H -20.5997 -2.7441 -19.8727
H -19.9829 -1.5455 -19.1837
O -15.5630 0.3000 -19.0144
H -14.8060 -0.1848 -18.6854
H -16.3007 -0.0303 -18.5016
O -20.4166 -0.9752 -17.4111
H -20.7775 -1.1404 -16.5401
H -20.7906 -0.1330 -17.6701
*
```

Here are the Löwdin charges for atoms 1 to 4, given in e:
1 Kr 0.355
2 O -0.041
3 H 0.001
4 H 0.041



[3]
A structure of composition C43H36N3O2P2V, computed with ωB97M-V with the def2-TZVPD basis set.

## Properties
Gap between HOMO and LUMO (spin up / spin down) = 6.638 / 6.426 eV
Max |F| = 0.4 eV/Å
Highest occupied orbital energy (spin up / spin down) = -9.89 / -9.89 eV
Energy = -3601.5519 Eh
Relative energy (zero: lowest compared OMol25 entry of this formula, charge and spin) = 8.9 kcal/mol

```
! RIJCOSX wB97M-V def2-TZVPD def2/J DEFGRID3
* xyz 1 4
V 0.1262 -0.2827 0.0751
O 2.3364 1.5869 6.3791
C 1.3949 0.7985 6.2230
O 0.5618 0.2851 6.9824
C 1.1934 0.3831 4.7300
C 1.9953 0.9142 3.7311
C 1.7084 0.6221 2.4147
N 0.6648 -0.1533 2.0721
C -0.1087 -0.6762 3.0331
C 0.1494 -0.4538 4.3715
C -1.2279 -1.5061 2.5390
C -2.2070 -1.9946 3.3932
C -3.1869 -2.8294 2.8980
C -3.1541 -3.1732 1.5554
C -2.1666 -2.6220 0.7654
N -1.2271 -1.7806 1.2160
C 2.4377 1.2002 1.2640
C 3.6561 1.8525 1.3833
C 4.2306 2.4224 0.2646
C 3.5744 2.3316 -0.9561
C 2.3831 1.6411 -1.0083
N 1.8236 1.0690 0.0687
H 2.7952 1.5765 4.0388
H -0.4500 -0.8574 5.1771
H -2.1963 -1.7197 4.4374
H -3.9564 -3.2170 3.5526
H -3.8768 -3.8496 1.1214
H -2.1338 -2.8818 -0.2831
H 4.1429 1.9138 2.3464
H 5.1786 2.9387 0.3396
H 3.9823 2.7806 -1.8508
H 1.8388 1.5460 -1.9392
C -3.1045 -0.0573 -2.2602
C -2.0071 -1.0760 -2.6176
P -0.3751 -0.2796 -2.4208
C 0.9386 -1.5113 -2.1748
C 0.8101 -2.5525 -1.2413
C 1.9327 -3.2565 -0.8067
C 3.1888 -2.9452 -1.2946
C 3.3256 -1.9309 -2.2354
C 2.2211 -1.2154 -2.6632
C -0.0394 0.5255 -3.9988
C 0.2490 -0.2271 -5.1392
C 0.4445 0.4134 -6.3512
C 0.3453 1.7997 -6.4286
C 0.0536 2.5483 -5.2996
C -0.1369 1.9141 -4.0787
C -3.2943 0.2918 -0.7717
P -1.9204 1.1555 0.1044
C -1.7811 2.7517 -0.7661
C -0.5997 3.4762 -0.5996
C -0.4183 4.6921 -1.2422
C -1.4150 5.1913 -2.0703
C -2.5970 4.4833 -2.2350
C -2.7834 3.2736 -1.5813
C -2.5920 1.5174 1.7563
C -3.8776 1.1766 2.1703
C -4.2641 1.3929 3.4867
C -3.3768 1.9522 4.3956
C -2.0979 2.3104 3.9875
C -1.7105 2.0889 2.6767
H -4.0540 -0.4579 -2.6196
H -2.9335 0.8593 -2.8314
H -2.1445 -1.4329 -3.6390
H -2.0476 -1.9447 -1.9623
H -0.1599 -2.8638 -0.8801
H 1.8116 -4.0613 -0.0935
H 4.0553 -3.4962 -0.9552
H 4.3021 -1.6905 -2.6361
H 2.3501 -0.4220 -3.3875
H 0.3265 -1.3062 -5.0736
H 0.6719 -0.1643 -7.2371
H 0.4972 2.2945 -7.3790
H -0.0250 3.6254 -5.3690
H -0.3652 2.4893 -3.1866
H -3.5162 -0.6066 -0.1929
H -4.1800 0.9255 -0.6902
H 0.1779 3.0833 0.0438
H 0.4977 5.2500 -1.0948
H -1.2755 6.1379 -2.5758
H -3.3805 4.8800 -2.8673
H -3.7208 2.7486 -1.7068
H -4.5860 0.7348 1.4812
H -5.2638 1.1223 3.8018
H -3.6780 2.1072 5.4231
H -1.3999 2.7368 4.6966
H -0.7024 2.3476 2.3668
*
```

Here are the Löwdin charges for atoms 1 to 4, given in e:
1 V 0.564
2 O -0.010
3 C -0.683
4 O -0.014



[4]
A structure of composition C33H57BrN2O2SiTb, computed with ωB97M-V with the def2-TZVPD basis set.

## Properties
Gap between HOMO and LUMO (spin up / spin down) = 8.447 / 8.469 eV
Max |F| = 2.5 eV/Å
Highest occupied orbital energy (spin up / spin down) = -10.34 / -10.36 eV
Energy = -5239.4473 Eh
Relative energy (zero: lowest compared OMol25 entry of this formula, charge and spin) = 50.8 kcal/mol

```
! RIJCOSX wB97M-V def2-TZVPD def2/J DEFGRID3
* xyz 1 7
O -2.6972 -1.7595 -1.5564
O -1.3267 -2.8214 -3.0905
C -2.9972 -2.3008 -0.2213
C -3.9379 -1.4434 0.5741
H -2.0411 -2.4385 0.3032
H -3.4282 -3.2911 -0.4077
H -3.4376 -0.5627 0.9895
H -4.3121 -2.0317 1.4182
H -4.8225 -1.1402 0.0002
C -2.9312 -0.3331 -1.8932
C -3.7484 -0.3028 -3.1543
H -1.9401 0.1230 -2.0080
H -3.4220 0.1577 -1.0481
H -3.1956 -0.7543 -3.9898
H -3.9956 0.7341 -3.4094
H -4.6828 -0.8580 -3.0131
C 0.0399 -2.2724 -3.1212
C -1.4209 -4.2650 -2.8480
C 0.0660 -0.9359 -3.8117
H 0.6487 -3.0013 -3.6613
H 0.4058 -2.1931 -2.0859
H -0.5775 -0.9201 -4.6977
H 1.0931 -0.7330 -4.1421
H -0.2147 -0.1145 -3.1439
C -2.1278 -4.9373 -3.9914
H -1.9821 -4.4056 -1.9101
H -0.4081 -4.6579 -2.7083
H -3.1624 -4.5973 -4.0741
H -2.1495 -6.0154 -3.7982
H -1.6033 -4.7737 -4.9388
H -2.0268 -2.2878 -2.3432
N -0.3533 2.6620 1.7253
C 0.2229 3.8461 2.0113
C 1.5903 4.1134 1.8261
C 2.5266 3.3083 1.1486
C -0.6435 4.9763 2.5082
H -1.4260 4.6122 3.1870
H -1.1104 5.5103 1.6704
H -0.0070 5.6883 3.0453
C 3.7488 3.9495 0.5607
H 3.7159 3.8979 -0.5365
H 4.6706 3.4653 0.9131
H 3.7775 5.0021 0.8564
N 2.3741 1.9825 1.0330
C -1.7274 2.5510 1.4005
C -2.5770 1.8642 2.2904
C -2.0146 1.1391 3.4889
C -3.9550 1.9160 2.0541
H -4.6308 1.4352 2.7677
C -4.4586 2.5709 0.9326
H -5.5345 2.6005 0.7549
C -3.6008 3.1957 0.0254
H -3.9876 3.7108 -0.8578
C -2.2249 3.1872 0.2430
C -1.3058 3.8989 -0.7011
C 3.1630 1.1729 0.1638
C 4.1779 0.3609 0.7213
C 4.4840 0.4464 2.1914
C 4.8571 -0.5331 -0.1115
H 5.6525 -1.1478 0.3172
C 4.5129 -0.6507 -1.4609
H 5.0266 -1.3707 -2.0970
C 3.5184 0.1638 -2.0100
H 3.2554 0.0928 -3.0703
C 2.8444 1.0901 -1.2117
C 1.7667 1.9597 -1.7928
Tb 0.9729 0.9214 2.5342
H -1.6082 0.1397 3.2239
H -2.8262 0.9582 4.2082
H -1.2420 1.7147 4.0354
H -0.3717 3.3488 -0.8690
H -1.0481 4.9086 -0.3516
H -1.7983 4.0203 -1.6725
H 5.4271 -0.0693 2.4209
H 3.7161 -0.0338 2.8318
H 4.5740 1.4894 2.5374
H 1.8217 2.9970 -1.4319
H 0.7533 1.5890 -1.5591
H 1.8546 1.9737 -2.8887
H 1.9090 5.1190 2.0748
C 0.9298 -0.9832 1.4828
Si 1.5527 -2.7175 1.7976
H 1.4951 -0.6294 0.5763
H -0.1244 -1.0468 1.1210
C 0.1709 -3.9401 2.1385
C 2.7660 -2.8878 3.2274
C 2.4890 -3.2996 0.2696
H 3.1640 -4.1233 0.5456
H 3.1024 -2.4996 -0.1689
H 1.8024 -3.6722 -0.5026
H -0.3868 -3.6808 3.0504
H 0.6225 -4.9334 2.2851
H -0.5429 -4.0157 1.3040
H 2.4391 -2.3317 4.1159
H 3.7707 -2.5456 2.9440
H 2.8295 -3.9581 3.4829
Br 1.7936 0.6535 5.0322
*
```

Here are the Löwdin charges for atoms 1 to 4, given in e:
1 O -0.129
2 O -0.125
3 C -0.160
4 C -0.056



Which of these has the lowest max |F|? C43H36N3O2P2V